No. 1
# C4H12N4O

A 2-piece molecular cluster, C4H12N4O overall at a distorted geometry (the ωB97M-V functional and the def2-TZVPD basis, the Open Molecules 2025 dataset).

The lowest unoccupied orbital energy comes out at 0.70 eV. The HOMO energy is -7.292 eV. The value obtained for the molecular weight is 132.17 g mol⁻¹. The calculation puts the total energy at -12349.87071 eV. The spin multiplicity is 1. Its net charge is 0.

```
21
Properties=species:S:1:pos:R:3:forces:R:3
C -2.204 0.501 0.886 0.068 -0.143 -0.521
C -0.762 0.364 1.285 -0.296 1.495 1.611
N -0.003 1.504 1.060 -0.506 -0.485 0.073
N -0.432 -0.593 2.057 0.127 -0.852 -0.398
H 0.990 1.436 1.223 -0.168 0.208 -0.336
H -0.361 2.173 0.396 0.411 -0.127 -0.009
H 0.549 -0.576 2.330 0.033 0.294 0.017
H -2.649 1.374 1.360 0.038 0.048 0.143
H -2.750 -0.389 1.183 0.006 -0.011 0.014
H -2.282 0.640 -0.192 -0.059 -0.036 -0.081
C 0.609 -0.723 -0.942 1.796 -0.200 -1.116
N 0.195 -2.031 -0.669 -0.570 -0.032 -0.027
N -0.212 -0.009 -1.830 -0.086 0.024 0.402
C 1.840 -0.283 -0.603 -0.652 -0.532 -0.172
O 2.336 0.913 -1.119 -0.160 0.365 0.147
H 3.285 0.827 -1.258 -0.146 -0.064 -0.029
H 0.256 0.806 -2.206 0.025 -0.145 -0.013
H -0.609 -0.585 -2.562 0.098 -0.001 0.046
H 0.532 -2.394 0.213 0.039 0.134 -0.050
H -0.814 -2.117 -0.675 0.030 0.098 0.179
H 2.485 -0.836 0.063 -0.026 -0.037 0.118
```
Forces are in eV/Å.

No. 2
# C4H12N4O2

A 2-piece molecular cluster, C4H12N4O2 overall at a distorted geometry (the ωB97M-V functional and the def2-TZVPD basis, the Open Molecules 2025 dataset).

The lowest unoccupied orbital energy comes out at 0.58 eV. The HOMO energy is -8.482 eV. The value obtained for the molecular weight is 148.17 g mol⁻¹. The calculation puts the total energy at -14393.12249 eV. The spin multiplicity is 1. Its net charge is 0.

```
22
Properties=species:S:1:pos:R:3:forces:R:3
C -0.242 0.508 2.664 0.246 0.698 0.258
C -1.872 -0.092 -0.909 0.079 -0.269 0.419
C -0.730 0.842 -0.625 1.718 0.303 -1.605
O -0.460 -0.584 1.806 2.610 -1.961 -1.218
O -0.869 1.963 -0.155 0.291 -0.980 0.152
H 0.814 0.632 2.940 -0.221 -0.109 -0.142
H -0.814 0.362 3.588 0.088 -0.273 -0.154
H -0.609 1.433 2.203 0.216 -0.097 -0.032
H -1.544 -1.121 -1.046 0.068 0.119 -0.155
H -2.414 0.251 -1.794 0.064 -0.040 0.073
H -2.536 -0.071 -0.044 -0.015 0.170 -0.147
N 0.574 0.426 -1.103 -2.222 1.425 0.892
N 0.681 -0.407 -2.206 -0.234 -0.518 -0.700
N 1.650 1.293 -0.930 -0.111 0.597 0.635
C 0.803 -2.126 0.470 -0.986 0.422 0.773
N 0.898 -0.949 0.948 -2.107 0.204 0.832
H 0.298 0.078 -3.018 0.109 -0.068 -0.133
H 1.681 -0.482 -2.386 -0.229 -0.137 0.119
H 1.253 2.229 -0.803 0.136 -0.072 -0.197
H 2.033 1.056 -0.011 0.078 0.032 -0.136
H 1.274 -2.368 -0.492 0.682 0.156 0.796
H 0.129 -2.874 0.903 -0.260 0.398 -0.331
```
Forces are in eV/Å.

No. 3
# C4H12N4O8

A 4-piece molecular cluster, C4H12N4O8 overall at a distorted geometry (the ωB97M-V functional and the def2-TZVPD basis, the Open Molecules 2025 dataset).

The lowest unoccupied orbital energy (spin up / spin down) comes out at -7.69 / -10.85 eV. The HOMO energy (spin up / spin down) is -13.080 / -13.080 eV. The value obtained for the molecular weight is 244.16 g mol⁻¹. The calculation puts the total energy at -26659.94295 eV. The spin multiplicity is 2. Its net charge is +1.

```
28
Properties=species:S:1:pos:R:3:forces:R:3
C -1.644 -2.214 1.742 -0.346 0.017 0.286
N -2.848 -3.130 1.830 0.276 -1.404 0.472
O -2.808 -3.949 2.743 -0.152 1.011 -0.793
O -3.738 -3.075 0.991 0.880 0.486 0.557
H -1.774 -1.442 2.500 -0.367 0.214 -0.309
H -1.576 -1.834 0.722 -0.002 0.004 0.262
H -0.757 -2.744 2.088 -0.257 -0.361 -0.419
C -4.427 -0.402 -0.499 -0.908 -0.035 1.416
N -3.734 0.770 -1.034 2.079 -0.198 -0.055
O -3.106 1.428 -0.221 -0.158 0.551 0.444
O -3.578 0.894 -2.226 -0.851 -0.049 -0.346
H -5.476 -0.380 -0.792 0.355 -0.567 -0.656
H -4.444 -0.306 0.586 0.102 0.279 -0.100
H -3.800 -1.278 -0.669 -0.579 -0.001 -0.714
C 0.276 1.568 0.213 -0.304 1.049 -0.047
N 1.454 1.691 1.058 1.221 -0.488 1.919
O 2.549 1.452 0.533 -0.401 0.189 0.387
O 1.299 2.015 2.233 0.418 -0.477 -1.676
H -0.291 0.657 0.408 0.396 -0.023 -0.066
H 0.696 1.684 -0.786 -0.818 -0.172 -0.042
H -0.308 2.411 0.581 -0.444 -0.097 -0.698
C 4.930 0.782 -2.132 0.300 -1.498 -0.534
N 6.055 1.079 -1.218 -1.680 4.874 1.613
O 6.864 0.130 -1.009 0.434 0.051 0.209
O 6.092 2.170 -0.650 0.930 -3.839 -1.428
H 4.024 0.796 -1.527 -0.040 0.327 0.190
H 5.119 -0.233 -2.481 -0.209 -0.144 -0.190
H 4.952 1.459 -2.986 0.124 0.300 0.319
```
Forces are in eV/Å.

No. 4
# C4H12N4O8

A 4-piece molecular cluster, C4H12N4O8 overall at a distorted geometry (the ωB97M-V functional and the def2-TZVPD basis, the Open Molecules 2025 dataset).

The lowest unoccupied orbital energy (spin up / spin down) comes out at -7.75 / -11.25 eV. The HOMO energy (spin up / spin down) is -13.022 / -13.016 eV. The value obtained for the molecular weight is 244.16 g mol⁻¹. The calculation puts the total energy at -26659.79742 eV. The spin multiplicity is 2. Its net charge is +1.

```
28
Properties=species:S:1:pos:R:3:forces:R:3
C -4.616 -1.145 0.153 0.117 0.157 -0.076
N -4.920 -0.418 1.471 0.275 -1.019 -3.058
O -4.800 0.798 1.588 -0.360 -1.265 1.123
O -5.429 -1.039 2.392 0.433 1.484 0.219
H -5.049 -2.145 0.198 -0.102 0.110 0.403
H -3.556 -1.208 -0.093 0.486 -0.007 0.962
H -4.994 -0.592 -0.706 -0.681 0.453 0.462
C -0.287 -0.496 -1.971 1.558 0.488 -0.675
N -0.786 -0.989 -0.687 -0.737 0.211 -2.335
O -0.716 -0.261 0.275 -0.359 -0.819 0.655
O -1.365 -2.056 -0.845 -0.502 -0.086 1.992
H 0.555 0.158 -1.743 -0.126 0.035 -0.419
H -1.071 0.019 -2.527 -0.106 0.140 0.466
H -0.002 -1.356 -2.577 0.161 0.158 0.241
C 4.948 1.237 -2.920 -1.143 -0.100 0.455
N 3.550 1.395 -3.454 -1.635 -1.137 -1.651
O 3.297 2.371 -4.143 0.391 -0.735 1.000
O 2.727 0.454 -3.280 1.751 1.757 0.196
H 5.269 2.255 -2.700 0.280 -0.373 0.062
H 5.563 0.716 -3.654 -0.201 0.275 -0.116
H 4.785 0.584 -2.062 0.503 0.294 0.109
C 1.086 -0.222 3.367 -1.349 1.200 0.889
N 0.899 0.770 4.478 0.222 1.041 1.090
O 1.745 0.729 5.355 -0.607 0.110 -0.308
O -0.038 1.577 4.445 0.932 -1.245 -0.210
H 0.685 -1.143 3.792 0.512 -0.207 -0.248
H 2.159 -0.178 3.184 -0.405 -0.435 -0.479
H 0.360 0.185 2.663 0.694 -0.487 -0.750
```
Forces are in eV/Å.

No. 5
# C4H12N8

A 2-piece molecular cluster, C4H12N8 overall at a distorted geometry (the ωB97M-V functional and the def2-TZVPD basis, the Open Molecules 2025 dataset).

The lowest unoccupied orbital energy (spin up / spin down) comes out at -9.02 / -8.46 eV. The HOMO energy (spin up / spin down) is -11.962 / -14.400 eV. The value obtained for the molecular weight is 172.20 g mol⁻¹. The calculation puts the total energy at -16240.39388 eV. The spin multiplicity is 1. Its net charge is +2.

```
24
Properties=species:S:1:pos:R:3:forces:R:3
C -1.638 -2.268 2.646 4.180 -0.190 0.097
C -1.425 0.131 2.316 1.642 -0.882 -0.838
C -2.661 -0.456 1.835 -2.997 -2.723 -0.776
C 0.556 0.189 0.680 -1.108 1.451 -0.860
N 1.195 0.591 -0.379 1.151 -0.873 -0.134
N 1.001 1.061 -1.522 0.114 0.131 0.547
N -0.840 -1.049 2.905 0.614 1.252 2.256
N -2.768 -1.768 1.965 3.604 5.031 1.570
N -0.653 0.589 1.082 -1.101 -0.346 0.199
N 1.263 1.565 -2.490 -0.504 0.362 -0.346
N 4.639 1.095 -3.710 -2.732 2.698 0.091
N 3.361 1.304 -4.311 1.419 -2.739 -0.886
H -0.928 -2.855 1.973 -1.599 -0.042 0.684
H -1.784 -2.771 3.604 -0.605 -0.270 -0.375
H -1.553 1.057 2.872 -0.039 -0.343 0.734
H -3.536 0.013 1.453 -0.353 0.794 -0.595
H 1.166 -0.377 1.310 0.536 -0.931 1.170
H -0.569 -0.897 3.905 -0.307 -0.411 -1.338
H -3.407 -2.363 1.619 -3.418 -2.178 -1.681
H -1.170 1.256 0.528 0.197 0.200 -0.249
H 3.038 2.152 -4.022 -1.155 2.836 1.079
H 4.619 1.530 -2.759 0.813 -1.393 -1.378
H 5.147 0.338 -4.073 0.751 -1.023 0.284
H 3.275 1.303 -5.342 0.899 -0.412 0.747
```
Forces are in eV/Å.

No. 6
# C4H12NO

The molecule C4H12NO at a distorted geometry (the ωB97M-V functional and the def2-TZVPD basis, the Open Molecules 2025 dataset).

The lowest unoccupied orbital energy (spin up / spin down) comes out at 0.74 / 0.58 eV. The HOMO energy (spin up / spin down) is -3.062 / -11.192 eV. The value obtained for the molecular weight is 90.15 g mol⁻¹. The calculation puts the total energy at -7876.47310 eV. The spin multiplicity is 2. Its net charge is 0.

```
18
Properties=species:S:1:pos:R:3:forces:R:3
O 1.525 0.872 1.750 0.252 -0.231 -0.066
C 1.919 0.855 0.379 -0.436 0.520 -0.129
C 0.849 0.091 -0.371 0.030 0.091 0.641
N -0.488 0.638 0.013 1.144 0.186 0.208
C -1.612 -0.127 -0.459 -1.232 -0.911 -0.633
C -1.484 -1.640 -0.407 0.996 -0.434 0.315
H 2.249 1.229 2.275 -0.089 0.076 0.059
H 2.876 0.368 0.231 0.250 -0.191 0.014
H 1.977 1.878 0.003 0.053 0.056 -0.074
H 0.868 -0.927 0.024 0.048 0.000 -0.587
H 0.969 0.166 -1.458 -0.098 -0.138 0.201
H -0.461 0.739 1.024 -0.230 -0.032 0.420
H -0.627 1.656 -0.371 0.220 0.400 -0.277
H -1.758 0.177 -1.504 -0.036 0.076 0.056
H -2.505 0.187 0.082 0.171 0.179 0.080
H -2.473 -2.077 -0.381 -0.186 -0.174 0.001
H -0.885 -2.040 0.432 -0.641 0.378 0.065
H -0.940 -2.043 -1.262 -0.217 0.151 -0.294
```
Forces are in eV/Å.

No. 7
# C4H12NO

An isolated ion of composition C4H12NO and charge +1 at a distorted geometry (the ωB97M-V functional and the def2-TZVPD basis, the Open Molecules 2025 dataset).

The lowest unoccupied orbital energy comes out at -3.37 eV. The HOMO energy is -14.738 eV. The value obtained for the molecular weight is 90.15 g mol⁻¹. The calculation puts the total energy at -7873.18230 eV. The spin multiplicity is 1. Its net charge is +1.

```
18
Properties=species:S:1:pos:R:3:forces:R:3
O 0.244 2.461 -0.610 0.240 0.109 -0.121
C 0.773 1.254 -0.134 -0.698 -0.370 -0.790
C -0.390 0.268 0.041 0.411 0.994 1.789
N 0.226 -1.094 0.225 -0.795 -1.537 -0.939
C 0.321 -1.936 -1.042 0.619 0.170 -0.325
C -1.249 0.620 1.257 0.105 -0.254 -0.286
H 0.982 2.996 -0.936 -0.361 0.034 0.096
H 1.260 1.400 0.828 0.316 -0.184 0.153
H 1.436 0.804 -0.880 0.439 0.118 0.108
H -1.077 0.246 -0.786 0.261 -0.162 -0.707
H 1.148 -1.114 0.657 -0.001 0.553 0.185
H -0.372 -1.648 0.833 -0.111 0.242 0.350
H 1.345 -1.923 -1.385 0.301 0.047 0.000
H -0.266 -1.495 -1.847 -0.291 -0.156 0.356
H 0.069 -2.976 -0.832 -0.243 0.275 0.023
H -1.545 1.661 1.142 -0.112 -0.006 0.110
H -2.131 -0.010 1.240 -0.390 0.024 0.105
H -0.773 0.484 2.228 0.309 0.103 -0.108
```
Forces are in eV/Å.

No. 8
# C4H12NO

A 3-piece molecular cluster, C4H12NO overall at a distorted geometry (the ωB97M-V functional and the def2-TZVPD basis, the Open Molecules 2025 dataset).

The lowest unoccupied orbital energy comes out at -8.10 eV. The HOMO energy is -14.140 eV. The value obtained for the molecular weight is 90.15 g mol⁻¹. The calculation puts the total energy at -7869.37136 eV. The spin multiplicity is 1. Its net charge is +1.

```
18
Properties=species:S:1:pos:R:3:forces:R:3
C 2.335 -1.617 0.504 -0.272 -0.472 0.447
C 1.448 -0.850 -0.535 0.256 0.445 -1.081
C 0.080 -0.857 -0.151 -0.192 -0.127 0.636
C -0.499 0.225 0.608 0.558 0.590 -0.266
N -1.729 0.359 0.874 -1.046 -0.649 -0.012
H 2.273 -1.160 1.483 0.036 0.139 0.132
H 3.353 -1.570 0.136 0.065 0.070 -0.100
H 2.025 -2.656 0.579 0.036 -0.058 -0.023
H 1.572 -1.355 -1.494 0.005 -0.174 -0.017
H 1.832 0.166 -0.613 -0.007 0.124 0.155
H -0.564 -1.694 -0.397 -0.058 -0.193 -0.055
H 0.141 1.067 0.854 0.193 0.013 0.134
H -2.133 1.040 -4.315 0.020 -0.148 0.096
H -2.092 0.375 -3.980 -0.017 0.142 -0.088
H -2.353 -0.429 0.626 0.432 0.229 -0.031
H -2.194 3.524 2.457 0.166 -0.225 -0.260
H -1.958 2.339 1.472 -0.364 0.086 0.216
O -1.536 3.094 1.891 0.188 0.207 0.118
```
Forces are in eV/Å.

No. 9
# C4H12NO

A 2-piece molecular cluster, C4H12NO overall at a distorted geometry (the ωB97M-V functional and the def2-TZVPD basis, the Open Molecules 2025 dataset).

The lowest unoccupied orbital energy comes out at -6.81 eV. The HOMO energy is -13.008 eV. The value obtained for the molecular weight is 90.15 g mol⁻¹. The calculation puts the total energy at -7870.01959 eV. The spin multiplicity is 1. Its net charge is +1.

```
18
Properties=species:S:1:pos:R:3:forces:R:3
C 0.725 -0.041 -1.159 -0.162 -2.296 -0.613
C 2.356 -0.211 0.887 -3.836 -0.448 -1.110
C -3.042 -0.156 -0.385 -0.834 -1.077 0.282
C 1.245 0.583 0.110 0.727 -2.017 0.275
N 0.071 0.936 0.890 0.026 2.513 -2.228
O -2.857 -1.405 -0.561 -3.368 -0.151 0.142
H 0.119 -0.927 -0.819 0.334 0.538 -0.333
H 0.026 0.633 -1.652 0.159 0.164 -0.170
H 1.425 -0.492 -1.919 -0.325 0.854 0.876
H 2.169 -1.252 0.856 -0.653 -1.377 0.007
H 2.369 0.026 1.902 0.540 0.934 1.542
H 3.215 -0.146 0.355 3.042 0.786 -1.110
H -4.044 0.409 -0.124 1.864 -1.512 -0.647
H -2.072 0.285 -0.470 0.642 1.374 0.201
H 1.730 1.466 -0.101 0.944 2.170 -0.850
H 0.257 1.930 1.080 -0.906 -0.846 0.898
H 0.024 0.371 1.661 -0.197 -1.097 2.706
H -3.716 -2.010 -0.551 2.004 1.488 0.134
```
Forces are in eV/Å.

No. 10
# C4H12NO

C4H12NO as an isolated structure at a distorted geometry (the ωB97M-V functional and the def2-TZVPD basis, the Open Molecules 2025 dataset).

The lowest unoccupied orbital energy comes out at -9.35 eV. The HOMO energy is -14.117 eV. The value obtained for the molecular weight is 90.15 g mol⁻¹. The calculation puts the total energy at -7865.78485 eV. The spin multiplicity is 1. Its net charge is +1.

```
18
Properties=species:S:1:pos:R:3:forces:R:3
C 0.969 -1.938 0.139 -0.246 0.649 -0.425
C 0.094 -0.762 0.367 0.339 -0.762 -1.239
C 0.817 0.579 0.833 0.331 1.284 1.196
C -0.018 -0.047 1.800 -0.068 -0.233 0.447
O -1.628 1.478 -0.060 -0.697 0.488 -0.715
N -0.399 0.968 -2.066 0.062 -0.297 -0.600
H 0.574 -2.803 0.679 -0.070 -0.187 -0.075
H 1.039 -2.150 -0.926 -0.302 -0.313 -0.050
H 1.973 -1.736 0.454 0.538 -0.067 0.537
H -0.781 -0.613 -0.243 -0.376 -0.250 0.253
H 0.437 1.388 0.255 -0.422 0.474 -0.141
H 1.883 0.606 0.985 0.269 -0.674 -0.215
H -1.014 0.253 2.068 -0.100 0.333 -0.304
H 0.434 -0.715 2.525 0.227 -0.038 -0.059
H -2.397 2.068 -0.190 0.211 -0.218 0.246
H -1.085 1.304 -1.235 0.340 -0.007 0.937
H -0.921 0.416 -2.742 -0.154 -0.334 -0.073
H 0.021 1.702 -2.643 0.119 0.153 0.280
```
Forces are in eV/Å.